The following is a DFT calculation (ωB97M-V/def2-TZVPD) of an isolated molecule of C3H6N2O in a non-equilibrium geometry.

Last column: Löwdin charge in e.
Positions of all 12 atoms, in Å:
C  -1.02  1.20  0.40  0.0610
O  0.08  0.28  1.38  -0.0861
N  0.45  -0.11  0.04  -0.3232
C  0.11  -1.49  -0.29  -0.0243
C  1.57  0.42  -0.45  -0.2948
N  2.49  0.93  -0.92  0.1528
H  -1.57  0.84  -0.47  0.0866
H  -0.47  2.11  0.21  0.0821
H  -1.72  1.31  1.22  0.0640
H  -0.97  -1.61  -0.23  0.0874
H  0.59  -2.16  0.43  0.0947
H  0.45  -1.72  -1.31  0.1000

As for the SMILES: CON(C)C#N. For the energy, the calculation gives -8230.7697 eV. The calculation puts the LUMO energy at 0.69 eV. The energy relative to the best compared isomer or geometry (same formula, charge and spin) comes out at 136.7 kcal/mol. For the highest occupied orbital energy, the calculation gives -9.0 eV. The largest force on an atom comes out at 4.877 eV/A.